[1]
{
  "formula": "C36H58BiN2P2Si2Te4",
  "method": "ωB97M-V with the def2-TZVPD basis set",
  "spin_multiplicity": 1,
  "total_charge": -1,
  "de_lowest_kcal_mol": 0.00,
  "symbols": ["H", "C", "C", "H", "C", "H", "C", "C", "H", "H", "C", "H", "C", "H", "H", "H", "H", "C", "H", "H", "Te", "C", "H", "H", "H", "C", "H", "H", "C", "C", "C", "C", "C", "Si", "Te", "H", "C", "H", "C", "H", "H", "H", "H", "H", "C", "H", "C", "H", "H", "C", "H", "H", "Te", "H", "H", "H", "H", "C", "C", "H", "H", "H", "Te", "H", "H", "H", "H", "C", "H", "C", "H", "C", "C", "C", "H", "C", "N", "C", "C", "H", "C", "C", "Si", "C", "H", "H", "H", "C", "P", "H", "H", "H", "H", "N", "P", "H", "H", "H", "H", "Bi", "H", "C", "C", "H", "H"],
  "positions_angstrom": [[2.2142, -2.9311, -1.9852], [1.9967, -2.7801, -3.0652], [-3.4257, -3.4864, -3.3389], [-0.5951, 4.2940, -3.1918], [0.7594, -1.2977, 2.5277], [4.2794, 0.3388, 1.0215], [-3.4424, 1.1852, -2.8312], [1.4896, 0.1704, -2.3764], [1.4538, -0.0323, -1.2881], [0.7113, 3.7819, 3.8694], [-1.4925, 4.9254, -0.7225], [-1.3356, -5.0478, -5.0479], [-2.5017, 0.8315, -0.6759], [-1.3441, -2.8804, 5.0636], [3.2356, -3.5925, 0.6292], [2.5033, 0.4703, -2.6190], [-2.5622, -0.0300, -4.3501], [2.8132, 3.4801, -0.6136], [-2.2765, 4.1830, -0.5317], [2.0146, 1.1689, 4.1108], [-3.2513, -2.4161, 0.2474], [2.5815, -2.9377, 1.1728], [-4.0168, -2.6112, -2.9661], [-3.6728, -0.4797, 5.0853], [1.6028, -3.6952, -3.4897], [3.8476, 1.1922, 0.5201], [-3.2322, -1.5654, -5.6970], [2.1508, -0.6730, -5.4165], [4.6813, 2.0803, -0.1808], [-3.3880, 1.5143, -1.4856], [2.4465, 1.4068, 0.6229], [0.9603, 5.4036, 1.6891], [0.2351, 4.0363, 1.7959], [-1.7905, -2.8468, -4.0065], [-1.1635, -5.7490, 1.3605], [-1.9109, -3.1824, 3.4091], [2.6112, -1.5793, 0.9532], [-2.2864, -2.8817, -6.3864], [-2.2537, -2.0468, -5.6690], [4.7835, 3.9107, -1.3650], [0.8492, 1.0419, -2.5098], [0.0964, 0.7464, 5.6797], [0.1483, -3.1047, 3.4482], [2.9568, -2.5573, -3.5378], [0.8093, -2.6825, 2.7242], [-1.8576, 5.5460, -1.5461], [1.6743, -3.5244, 2.0476], [2.5982, -0.4709, 4.4647], [-2.5588, -0.9604, 3.0198], [-0.9107, -1.6542, -2.7848], [1.6531, -4.5807, 2.2150], [-3.9998, 2.3032, -1.1042], [-0.0785, -5.2515, -1.0601], [0.5682, 5.0238, -1.0750], [-1.5144, -1.3377, -6.0577], [-2.5179, 0.8575, 4.6681], [-1.3852, 5.5785, 0.1708], [-2.5747, 0.2410, -3.3182], [-0.6938, -4.2806, -4.5836], [1.9030, 3.0705, 2.7593], [0.7173, 3.1921, -2.7585], [-0.0878, -4.8367, -3.8672], [-3.6730, -5.0419, 0.7685], [-2.1037, -0.3200, 5.9573], [-3.0658, -2.8010, 4.6739], [-4.0253, -4.0034, -4.1023], [-4.1410, 1.6859, -3.4921], [-1.9767, -1.0987, 3.9200], [0.4907, -0.0532, -5.5344], [0.5870, -1.2565, 6.1269], [1.0242, -2.1556, 5.6637], [2.0107, 0.3529, 4.8430], [4.1696, 3.2167, -0.7955], [-2.0559, -2.5599, 4.2864], [3.3030, -1.1781, 0.2127], [0.5764, -0.0830, 5.1724], [1.5412, 0.6208, 1.2812], [-0.1745, 4.2312, -1.0667], [-0.2480, 3.5679, -2.4413], [1.1873, -0.9982, 7.0042], [1.1108, -0.9187, -5.2338], [0.8337, 3.2145, 2.9276], [0.8856, -1.2859, -3.3838], [1.9431, 2.6167, 0.0105], [0.3473, 2.2400, 3.0358], [5.7416, 1.8616, -0.2611], [-0.4115, -1.4881, 6.4948], [-1.7397, -0.4575, -2.4385], [0.1594, 2.9778, 0.2489], [-0.8025, 4.2217, 2.0519], [-0.9562, 2.7469, -2.4302], [2.0076, 5.2294, 1.4476], [0.9292, 5.9438, 2.6581], [-1.7086, -0.1358, -1.1536], [-0.3383, -0.1964, 3.4903], [0.5110, 6.0654, 0.9325], [0.8314, -1.7851, -5.8558], [-2.3415, 1.0542, 0.3650], [2.5432, 0.7086, 5.7361], [-0.4423, -2.2422, -0.5874], [2.4484, 4.4098, -1.0468], [-2.6143, -0.1968, 4.9647], [1.6868, -0.6913, 1.5905], [-3.2700, -4.1360, -2.4788], [-0.0053, -3.8730, -5.3351]]
}

---

[2]
{
  "formula": "C36H58ClFN3O20S",
  "method": "ωB97M-V with the def2-TZVPD basis set",
  "spin_multiplicity": 1,
  "total_charge": 1,
  "symbols": ["H", "C", "H", "C", "H", "H", "C", "H", "C", "H", "H", "C", "N", "C", "C", "H", "H", "C", "H", "C", "O", "O", "O", "H", "O", "C", "H", "H", "C", "C", "C", "S", "H", "C", "F", "H", "H", "O", "H", "H", "O", "N", "C", "C", "O", "H", "H", "H", "C", "H", "O", "H", "H", "C", "H", "H", "H", "H", "C", "C", "H", "H", "H", "C", "H", "O", "H", "H", "C", "O", "H", "H", "H", "H", "H", "H", "C", "C", "O", "C", "O", "C", "H", "H", "C", "O", "N", "O", "C", "H", "H", "O", "O", "H", "O", "C", "H", "C", "C", "H", "C", "C", "H", "H", "O", "H", "Cl", "H", "H", "H", "O", "H", "H", "H", "H", "C", "C", "O", "H", "C"],
  "positions_angstrom": [[-5.5050, 6.9312, 0.7659], [-4.6016, 4.5603, -4.1228], [-4.4824, 5.0116, -5.1086], [-1.3049, -2.3941, -1.9305], [0.5043, 4.8864, 1.9282], [-5.4628, 3.8889, -4.1523], [17.2818, -1.0964, -4.1880], [7.7545, 1.6172, -3.1483], [8.2812, 2.5207, -2.8374], [-8.5093, -10.7712, 1.1361], [-8.1998, -9.7379, 2.5408], [3.9490, 2.4933, 1.6992], [-0.0405, 0.5137, 3.4472], [-3.8088, -1.8340, 2.8907], [-2.6154, -1.1631, 2.0973], [-3.6893, 4.0089, -3.8830], [17.8261, -0.2178, -4.5420], [-2.5451, -2.7889, -3.8578], [-2.2238, 5.0481, 3.9204], [-0.2351, 4.3641, 2.6549], [15.3646, 0.2318, -5.4658], [-3.3034, -1.8826, -3.6048], [-1.4915, -3.1683, -3.1121], [3.6898, 1.4204, 1.4064], [16.0806, -0.7103, -3.5225], [2.5896, -0.2032, 3.2355], [-3.6544, -2.4683, 3.8306], [8.2089, 2.6055, -1.7509], [13.1117, 0.9684, -4.2580], [-10.4272, -2.1861, 3.2528], [-9.3301, -7.6516, 1.3950], [5.7063, 2.5397, -0.5389], [17.9086, -1.6229, -3.4670], [12.5967, 4.2442, -3.0796], [2.4004, -0.9948, 4.4378], [-4.4747, 0.5382, -0.6223], [3.3008, 3.1180, -0.3987], [-5.1706, 6.2810, -1.1437], [7.8115, 3.3784, -3.3247], [-0.1118, 4.9423, 3.6541], [11.6612, 3.2019, -3.3556], [0.0896, 2.9280, 2.8873], [1.3800, 0.8393, 3.1513], [4.1450, -2.0140, 2.1997], [-2.6061, -3.5936, -4.9320], [-9.9205, -1.0308, 0.9395], [5.6835, 1.1699, -0.2140], [1.9786, -1.8411, 1.6967], [-4.9799, 5.1972, -1.9162], [3.1698, 3.6398, 3.4546], [-11.0925, -1.1844, 2.6510], [13.5658, 3.9367, -3.4749], [-0.4308, -2.7855, -1.4078], [-9.7359, -5.4077, 0.9374], [12.2956, 1.1567, -3.5640], [3.8197, -2.9739, 2.7658], [2.5154, 4.2119, 1.8348], [-1.1164, -1.3469, -2.1814], [4.2148, 3.2796, 0.2876], [2.8172, -1.0956, 1.9266], [-4.4799, 5.4919, 0.6533], [-2.0317, 4.6070, 0.9893], [-3.5912, -2.2945, -6.2250], [2.7425, 3.2691, 2.4391], [-6.1185, -2.0635, 2.9248], [-8.8945, -8.7882, 0.8246], [4.2944, 4.4032, 0.5011], [-10.9375, 0.3660, 1.3294], [-1.7067, 4.6499, 2.0821], [-4.8156, 5.6130, -3.1835], [-2.1706, -2.4841, -1.2698], [-10.7778, -5.4565, 1.2636], [-10.3500, -4.6891, 4.0776], [17.0630, -1.7751, -5.0157], [-3.6357, -4.0140, -6.6471], [-9.6674, -4.7013, 0.1089], [-2.8307, -0.3136, 0.8091], [-5.3615, 5.9870, 0.2391], [-9.6891, -7.5249, 2.5418], [-5.5159, -0.7252, 1.0564], [-9.2601, -2.4606, 3.0933], [-4.2967, -0.1033, 0.3063], [4.8858, 2.5860, 2.3537], [12.2994, 5.1705, -3.5764], [-1.1301, -1.3898, 2.7098], [-9.2963, -6.6795, 0.4663], [-2.6317, 5.0303, 2.9630], [9.6427, 2.3955, -3.2425], [-3.6851, -3.3048, -5.8199], [-9.8840, -10.1408, 2.0577], [13.4899, 1.9287, -4.6146], [-4.9593, 4.0491, -1.5366], [-11.2851, -2.8286, 4.0617], [-9.9058, -3.5847, 5.4254], [-0.4683, -2.3206, 2.1593], [-8.8766, -9.9137, 1.7013], [-4.6451, -3.4308, -5.3139], [-0.7133, 1.8045, 3.2740], [15.2077, -0.0458, -4.3010], [-6.5931, -0.5640, 0.6723], [10.4134, 3.4498, -2.9192], [1.4729, 2.3683, 2.7957], [2.9750, -0.4842, 0.9580], [-9.0933, -5.0530, 1.7469], [14.1299, 0.2556, -3.5553], [-9.4766, 0.0738, 2.2874], [-2.4917, 1.8156, 3.6136], [4.9248, -1.4867, 2.8505], [12.6962, 4.3976, -2.0026], [12.7269, 0.3714, -5.0885], [-0.5916, -0.6419, 3.8303], [-6.2535, 5.3730, 0.3833], [3.5525, 0.4156, 3.4097], [-11.4937, -4.3684, 5.3912], [4.5795, -2.4028, 1.1973], [-10.7119, -3.9269, 4.7720], [-5.2604, -1.5936, 2.3358], [10.0484, 4.4436, -2.3389], [-1.9008, 0.1394, 0.3200], [-10.2993, -0.4096, 1.7548]]
}

---

Number 1: highest occupied orbital energy -3.6 eV, maximum force 1.2 eV/Å. Number 2: highest occupied orbital energy -11.6 eV, maximum force 8.1 eV/Å.